<one>
6
Properties=species:S:1:pos:R:3 method="wB97M-V/def2-TZVPD" multiplicity=1 homo_ev=-12.1023 e_lumo_ev=0.36 gap_ev=12.464 smiles=N#C[C@H](F)Cl
N -0.540 -2.092 -0.233
C -0.204 -0.988 -0.094
C 0.216 0.403 0.057
F 0.399 0.782 1.396
Cl -1.100 1.450 -0.563
H 1.229 0.445 -0.563


<two>
6
Properties=species:S:1:pos:R:3 method="wB97M-V/def2-TZVPD" multiplicity=1 homo_ev=-11.9288 e_lumo_ev=0.47 gap_ev=12.400 smiles=N#C[C@H](F)Cl
N 1.593 -1.453 -0.432
C 0.821 -0.611 -0.138
C -0.325 0.200 0.160
F -1.223 -0.218 -0.695
Cl -0.073 1.804 -0.169
H -0.793 0.278 1.274


The data favor <one>; the next most stable structure lies 0.0188 hartree above it.


<one>
83
Properties=species:S:1:pos:R:3 method="wB97M-V/def2-TZVPD" multiplicity=1 homo_ev=-10.8583 total_charge=+1 e_lumo_ev=-2.11 gap_ev=8.745
Pb 0.708 -0.511 -0.207
C 0.876 -3.785 0.829
N -0.148 -2.731 0.910
C -0.489 -2.497 2.320
C -1.061 -1.130 2.592
C -2.077 -0.953 3.516
C -2.498 0.330 3.814
C -1.891 1.402 3.180
C -0.897 1.143 2.257
N -0.488 -0.097 1.969
C -1.344 -3.142 0.161
C -1.138 -3.117 -1.334
C -2.104 -3.663 -2.170
C -1.929 -3.578 -3.538
C -0.785 -2.969 -4.036
C 0.129 -2.464 -3.134
N -0.040 -2.533 -1.811
C 2.220 -3.331 1.343
C 3.092 -4.214 1.963
C 4.339 -3.756 2.355
C 4.675 -2.431 2.119
C 3.741 -1.615 1.505
N 2.539 -2.055 1.128
H 0.549 -4.677 1.379
H 0.982 -4.070 -0.218
H -1.182 -3.265 2.682
H 0.429 -2.588 2.906
H -2.539 -1.814 3.979
H -3.298 0.490 4.525
H -2.192 2.422 3.375
H -0.411 1.942 1.712
H -1.650 -4.152 0.467
H -2.167 -2.466 0.418
H -2.983 -4.130 -1.745
H -2.674 -3.982 -4.210
H -0.607 -2.882 -5.099
H 1.034 -1.974 -3.476
H 2.796 -5.241 2.134
H 5.038 -4.424 2.839
H 5.638 -2.036 2.409
H 3.942 -0.570 1.302
O -3.904 -0.038 -2.021
As -3.043 0.085 -0.495
O -3.712 -0.883 0.640
O -1.460 -0.226 -0.915
C -3.305 1.942 0.005
C -4.417 2.125 0.818
C -4.788 3.392 1.250
C -4.047 4.498 0.873
C -2.931 4.338 0.065
C -2.565 3.068 -0.360
S -1.063 3.014 -1.291
O -0.726 4.330 -1.709
O -1.587 2.162 -2.554
O -0.064 2.253 -0.589
H -4.740 -0.499 -1.872
H -4.984 1.253 1.121
H -5.662 3.510 1.878
H -4.334 5.489 1.198
H -2.347 5.191 -0.249
C 1.515 1.629 -6.456
O 0.861 1.174 -5.258
C 0.051 2.027 -4.634
S -0.290 3.553 -5.008
S -0.597 1.052 -3.298
H 0.773 1.915 -7.198
H 2.103 0.783 -6.797
H 2.150 2.482 -6.229
C 3.819 1.897 3.171
C 2.485 1.716 2.469
O 2.608 1.424 1.078
C 2.945 2.570 0.289
C 3.174 2.138 -1.139
H 3.649 2.068 4.234
H 4.377 2.749 2.786
H 4.436 1.004 3.068
H 1.860 2.607 2.598
H 1.949 0.869 2.901
H 3.847 3.038 0.691
H 2.125 3.294 0.347
H 3.947 1.370 -1.196
H 3.501 2.994 -1.731
H 2.256 1.759 -1.591


<two>
83
Properties=species:S:1:pos:R:3 method="wB97M-V/def2-TZVPD" multiplicity=1 homo_ev=-10.2724 total_charge=+1 e_lumo_ev=-6.29 gap_ev=3.984
Pb -0.167 0.235 -0.217
C -1.390 -1.598 2.606
N -0.944 -0.224 2.355
C 0.161 0.131 3.248
C 0.866 1.434 2.921
C 1.493 2.166 3.922
C 2.166 3.329 3.577
C 2.167 3.742 2.253
C 1.508 2.958 1.320
N 0.898 1.822 1.649
C -2.061 0.724 2.422
C -3.065 0.478 1.316
C -4.402 0.806 1.470
C -5.267 0.632 0.401
C -4.779 0.105 -0.786
C -3.438 -0.225 -0.851
N -2.606 -0.031 0.171
C -0.822 -2.652 1.676
C -0.836 -3.991 2.052
C -0.499 -4.956 1.117
C -0.166 -4.557 -0.170
C -0.131 -3.201 -0.453
N -0.433 -2.275 0.460
H -1.210 -1.886 3.648
H -2.473 -1.638 2.460
H -0.179 0.174 4.293
H 0.901 -0.675 3.181
H 1.448 1.833 4.951
H 2.668 3.912 4.338
H 2.656 4.658 1.951
H 1.447 3.241 0.274
H -2.567 0.688 3.397
H -1.666 1.735 2.280
H -4.758 1.209 2.410
H -6.311 0.899 0.494
H -5.418 -0.044 -1.644
H -2.999 -0.653 -1.746
H -1.143 -4.273 3.052
H -0.522 -6.005 1.382
H 0.041 -5.281 -0.945
H 0.097 -2.819 -1.447
O 0.936 0.779 -4.395
As -0.531 -0.058 -3.893
O -0.835 -1.135 -5.078
O -0.346 -0.760 -2.392
C -2.042 1.203 -3.834
C -3.079 0.845 -4.693
C -4.255 1.578 -4.698
C -4.408 2.666 -3.848
C -3.380 3.031 -2.994
C -2.203 2.293 -2.988
S -0.982 2.817 -1.784
O -0.873 4.243 -1.890
O -1.538 2.357 -0.484
O 0.244 2.071 -2.061
H 0.990 0.634 -5.352
H -2.931 -0.008 -5.345
H -5.054 1.299 -5.373
H -5.330 3.233 -3.851
H -3.467 3.887 -2.338
C 4.220 -4.028 1.537
O 3.885 -4.653 0.278
C 3.470 -3.925 -0.685
S 3.013 -4.326 -2.216
S 3.171 -2.280 -0.928
H 4.706 -4.798 2.125
H 3.309 -3.698 2.036
H 4.894 -3.187 1.378
C 3.297 1.991 -2.097
C 3.319 0.490 -1.873
O 3.215 0.106 -0.487
C 4.337 0.455 0.317
C 4.121 -0.093 1.715
H 3.318 2.173 -3.170
H 4.155 2.488 -1.644
H 2.365 2.403 -1.716
H 4.232 0.047 -2.293
H 2.444 0.050 -2.361
H 4.438 1.542 0.358
H 5.253 0.052 -0.134
H 3.381 0.501 2.249
H 5.054 -0.083 2.275
H 3.748 -1.121 1.654


The data favor <one>; the next most stable structure lies 0.1027 hartree above it.


<one>
10
Properties=species:S:1:pos:R:3 method="wB97M-V/def2-TZVPD" multiplicity=1 homo_ev=-10.7441 e_lumo_ev=0.19 gap_ev=10.932 smiles="C=C(F)[C@H](F)OF"
C -0.954 -0.122 -1.461
C -0.108 0.433 -0.636
F -0.057 1.782 -0.642
C 0.691 -0.106 0.627
F 1.072 -1.410 0.349
O -0.204 -0.125 1.694
F 0.562 -0.125 2.900
H -1.516 0.512 -2.003
H -1.056 -1.227 -1.604
H 1.568 0.389 0.775


<two>
10
Properties=species:S:1:pos:R:3 method="wB97M-V/def2-TZVPD" multiplicity=1 homo_ev=-9.6117 e_lumo_ev=0.80 gap_ev=10.410 smiles="FC=C(F)F.C=O"
F -0.740 -1.743 -0.179
C -0.980 -0.694 0.613
C -1.332 0.486 0.128
F -1.605 1.544 0.848
F -1.584 0.683 -1.116
H -0.578 -0.845 1.631
C 1.697 0.172 -0.514
O 1.655 0.427 0.645
H 2.656 0.147 -0.996
H 0.810 -0.177 -1.059


The data favor <two>; the next most stable structure lies 0.0852 hartree above it.